Entry 1:
{
  "formula": "C29H45BO2P2Ti",
  "method": "the ωB97M-V functional and the def2-TZVPD basis",
  "species": ["Ti", "C", "C", "C", "C", "C", "C", "H", "H", "H", "C", "H", "H", "H", "C", "H", "H", "H", "C", "H", "H", "H", "C", "H", "H", "H", "C", "C", "C", "C", "C", "C", "C", "C", "H", "H", "H", "H", "H", "H", "H", "H", "H", "H", "H", "H", "P", "C", "C", "P", "C", "C", "C", "H", "H", "H", "H", "H", "H", "H", "H", "H", "H", "H", "H", "H", "H", "O", "B", "O", "C", "C", "C", "C", "C", "C", "H", "H", "H", "H"],
  "positions_angstrom": [[0.16192, -1.24617, 1.78657], [-1.68988, -1.56002, 2.66733], [-1.28650, -2.73060, 1.90485], [0.37929, -2.28204, 3.50898], [-0.67373, -1.29893, 3.67284], [0.01402, -3.17668, 2.41160], [-2.94210, -0.79059, 2.52141], [-3.48970, -1.05601, 1.61017], [-2.76923, 0.29736, 2.48141], [-3.62347, -0.96771, 3.37076], [-0.72693, -0.21119, 4.66571], [-1.76964, 0.07360, 4.86214], [-0.23312, 0.69486, 4.29023], [-0.23425, -0.49936, 5.60909], [1.64640, -2.33376, 4.26770], [1.87450, -3.33533, 4.63703], [1.62006, -1.66839, 5.13314], [2.51203, -2.02239, 3.67413], [0.78247, -4.34870, 1.95504], [1.04676, -5.03470, 2.77885], [1.73531, -4.05780, 1.48474], [0.21827, -4.93687, 1.21717], [-2.08030, -3.41941, 0.87302], [-2.19124, -4.48942, 1.09314], [-1.64022, -3.36116, -0.13070], [-3.09039, -3.01292, 0.81325], [-1.71612, 2.51813, -0.91688], [-2.84512, 1.78956, -0.81078], [-2.89032, 0.28397, -0.99051], [-2.13506, -0.07039, -2.27989], [-0.94315, -0.87762, -2.24367], [0.35400, -0.37226, -1.83082], [0.38297, 0.89277, -0.86517], [-0.32707, 2.17116, -1.34900], [-3.92336, -0.08798, -1.06294], [-1.86383, 0.96304, -2.75620], [-2.48518, -0.24622, -0.11770], [-0.14365, 2.30054, -2.43903], [-1.79209, 3.57457, -0.61636], [-3.77693, 2.25539, -0.43609], [0.24384, 3.01825, -0.94357], [0.04024, 0.57892, 0.13845], [0.94863, -1.11838, -1.24127], [1.43475, 1.14655, -0.67904], [-2.85721, -0.52083, -2.98446], [-1.04058, -1.97159, -2.20948], [-1.06682, 1.32360, -4.21280], [-1.28186, 3.09180, -4.47736], [-2.15058, 0.50553, -5.39450], [1.11913, -0.69078, -3.42724], [0.63358, 0.75965, -4.44513], [0.49356, -2.13701, -4.35024], [2.91527, -0.75727, -3.48821], [-0.39629, 3.65467, -4.15061], [-2.17330, 3.46775, -3.95174], [-1.41844, 3.21061, -5.56146], [-1.93840, 0.97012, -6.36760], [-3.20310, 0.68479, -5.12337], [-1.95532, -0.57412, -5.43288], [3.27464, -0.38919, -4.46422], [3.25561, -1.79382, -3.34492], [3.34092, -0.12425, -2.69726], [1.32882, 1.57777, -4.18398], [0.74547, 0.48844, -5.51078], [1.18412, -2.98566, -4.25144], [0.38635, -1.91551, -5.42443], [-0.48532, -2.48250, -3.99046], [2.85353, 0.65559, 2.30283], [1.42447, 0.64733, 2.19019], [0.92356, 1.89465, 2.70674], [1.99884, 2.52812, 3.21863], [1.98957, 3.64210, 4.03944], [3.20913, 3.95945, 4.68437], [4.37736, 3.23769, 4.41622], [4.37011, 2.17049, 3.50429], [3.15924, 1.79407, 2.96365], [1.08273, 4.20883, 4.18679], [3.22217, 4.78413, 5.37987], [5.30326, 3.50181, 4.90937], [5.26290, 1.63789, 3.22307]],
  "atomic_forces_ev_per_a": [[4.200, 4.786, -6.801], [0.078, -2.111, 1.514], [-0.376, -0.479, 2.559], [-1.848, -0.878, 0.872], [-1.027, -2.076, 0.351], [-1.856, 0.111, 1.463], [-0.856, 0.678, -0.140], [0.178, 0.033, 0.234], [0.017, -0.310, -0.002], [0.321, -0.024, -0.179], [0.029, 0.909, 0.515], [0.280, -0.200, 0.111], [-0.098, -0.172, 0.236], [-0.290, 0.085, -0.355], [0.753, 0.162, 0.370], [-0.179, -0.057, -0.092], [-0.065, -0.032, -0.108], [-0.001, 0.021, -0.063], [0.706, -0.858, -0.427], [-0.182, 0.363, -0.209], [-0.149, -0.152, 0.060], [0.150, 0.233, 0.203], [-0.417, -0.490, -0.911], [0.118, 0.218, 0.143], [-0.067, 0.099, 0.106], [0.110, 0.054, -0.052], [-1.493, 0.385, 0.177], [0.264, -0.155, 1.171], [-0.582, 0.112, -0.195], [-1.911, 0.200, 1.010], [-0.737, -1.553, 0.492], [1.121, -0.704, 2.297], [0.835, -0.159, -1.578], [1.121, 0.628, 0.500], [0.024, 0.354, 0.102], [-1.025, -2.281, 1.686], [0.256, 0.211, -0.092], [-0.431, -0.268, 0.816], [-0.155, -0.426, -0.336], [0.754, 0.015, -0.233], [0.212, -0.306, 0.089], [-0.445, -0.010, -0.442], [-0.345, -0.010, 0.282], [-0.060, 0.051, -0.142], [0.105, 0.074, 0.212], [-0.097, 0.432, -0.052], [0.602, 0.875, -0.286], [0.463, 0.426, -1.695], [0.317, 0.227, -0.824], [-1.419, 2.215, -1.248], [0.821, 0.098, -1.478], [0.134, -1.071, 0.203], [0.754, -0.177, -0.274], [-0.310, -0.083, -0.144], [0.334, -0.339, -0.061], [-0.005, 0.766, 0.171], [-0.385, -0.412, -0.127], [0.426, -0.071, -0.040], [-0.112, 0.307, 0.029], [-0.066, -0.242, 0.355], [0.015, 0.357, -0.033], [-0.149, -0.142, -0.202], [-0.182, -0.250, -0.293], [0.659, 0.089, 0.249], [0.055, 0.196, -0.116], [0.264, 0.226, 0.444], [0.519, 0.416, -0.176], [-1.303, -0.519, -0.614], [0.559, 0.710, 0.620], [-0.120, -1.584, -0.979], [0.951, 0.570, 0.771], [0.982, -0.182, 0.133], [-0.488, -0.318, -0.678], [-0.408, -0.040, -0.405], [-0.081, 0.216, 0.130], [-0.006, 1.240, 1.015], [-0.035, 0.004, 0.168], [0.095, 0.069, 0.045], [-0.027, 0.059, -0.042], [0.210, -0.144, 0.220]],
  "homo_ev": [-7.7, -8.1],
  "relative_energy_kcal_mol": 178.6,
  "total_charge": 1,
  "lumo_energy_ev": [-4.008, -3.245],
  "multiplicity": 2,
  "s2": 0.93
}

---

Entry 2:
{
  "formula": "C29H45Cl2N2PPr",
  "method": "the ωB97M-V functional and the def2-TZVPD basis",
  "species": ["P", "C", "C", "C", "C", "C", "C", "C", "C", "C", "C", "C", "C", "C", "C", "C", "C", "C", "C", "H", "H", "H", "H", "H", "H", "H", "H", "H", "H", "H", "H", "H", "H", "H", "H", "H", "H", "H", "H", "H", "H", "H", "H", "H", "H", "H", "H", "H", "H", "H", "H", "H", "Pr", "Cl", "Cl", "C", "H", "C", "C", "C", "C", "C", "C", "H", "H", "H", "H", "H", "C", "C", "N", "C", "C", "N", "H", "H", "H", "H", "H", "H"],
  "positions_angstrom": [[-0.13873, 0.68229, -2.42612], [-1.77629, 0.22444, -3.09248], [-2.23357, 1.08072, -4.26173], [-3.67763, 0.70850, -4.63461], [-3.82308, -0.78722, -4.93431], [-3.31267, -1.63771, -3.76769], [-1.86437, -1.26780, -3.41576], [1.27533, 0.08419, -3.38626], [1.17327, 0.50289, -4.83834], [2.48449, 0.16156, -5.56972], [2.83171, -1.32376, -5.43039], [2.88914, -1.74540, -3.95757], [1.57936, -1.41195, -3.23475], [-0.04263, 2.52443, -2.43307], [-1.18847, 3.15710, -1.63345], [-1.18048, 4.68241, -1.79549], [0.17458, 5.27923, -1.39954], [1.31869, 4.62095, -2.17586], [1.31368, 3.09595, -2.00426], [-2.45743, 0.41247, -2.23253], [-1.57581, 0.91703, -5.12834], [-2.18778, 2.15105, -4.02215], [-4.00279, 1.30504, -5.49441], [-4.33408, 0.97244, -3.79295], [-4.86872, -1.02879, -5.15391], [-3.24392, -1.03102, -5.83544], [-3.94394, -1.46905, -2.88372], [-3.37386, -2.70358, -4.01316], [-1.50558, -1.87923, -2.57611], [-1.21812, -1.48815, -4.27861], [2.11923, 0.60916, -2.90502], [3.29538, 0.76521, -5.13908], [0.96130, 1.57764, -4.93475], [0.34326, -0.03348, -5.32282], [2.40347, 0.44019, -6.62654], [3.78557, -1.53689, -5.92530], [2.06630, -1.92104, -5.94474], [3.09851, -2.81826, -3.87024], [3.71108, -1.21397, -3.45547], [1.66101, -1.67113, -2.17187], [0.76289, -2.01714, -3.65194], [-0.18513, 2.73413, -3.50091], [-2.16124, 2.74135, -1.93196], [-1.07618, 2.90017, -0.56493], [-1.39375, 4.93151, -2.84392], [-1.98433, 5.11995, -1.19303], [0.33795, 5.12040, -0.32466], [0.17592, 6.36153, -1.56340], [2.28394, 5.02319, -1.85140], [1.21440, 4.85623, -3.24386], [2.12968, 2.65636, -2.59270], [1.52019, 2.83117, -0.95306], [0.02587, 0.17340, 0.14943], [2.51037, 0.25541, -0.20616], [-2.48852, 0.35581, 0.25138], [-0.37529, -1.95810, -0.30214], [-1.43836, -2.03559, -0.47545], [0.42726, -3.03926, -0.24053], [1.86808, -3.06716, -0.18846], [2.52379, -4.27872, -0.18337], [1.80778, -5.48305, -0.21078], [0.40478, -5.45510, -0.25430], [-0.27422, -4.26467, -0.27250], [2.40464, -2.11781, -0.17115], [3.61034, -4.29233, -0.15221], [-0.15600, -6.38831, -0.27612], [-1.35514, -4.21172, -0.31112], [2.33494, -6.43297, -0.19967], [0.37525, 2.37933, 2.82100], [0.78536, 1.00082, 3.15128], [0.73275, -0.03467, 2.34197], [1.22311, -1.14908, 3.01083], [1.53922, -0.75384, 4.24769], [1.26170, 0.60992, 4.33820], [-0.44094, 2.67999, 3.48707], [1.23452, 3.04854, 2.94083], [0.02314, 2.42196, 1.77272], [1.29692, -2.12581, 2.54878], [1.93781, -1.34324, 5.05760], [1.40612, 1.19153, 5.17526]],
  "atomic_forces_ev_per_a": [[0.021, -0.297, 0.000], [-0.171, 0.444, -0.097], [-0.535, -0.129, -0.455], [0.051, 0.089, -0.080], [0.013, 0.031, 0.086], [0.172, 0.116, -0.021], [-0.185, -0.253, -0.127], [0.004, 0.295, -0.464], [0.678, -0.147, -0.704], [-0.193, 0.054, -0.110], [0.023, 0.020, 0.103], [-0.120, 0.073, -0.045], [0.045, -0.076, 0.153], [-0.152, -0.144, -1.129], [0.015, 0.047, -0.001], [0.031, -0.098, 0.081], [-0.019, -0.105, -0.047], [-0.033, -0.114, 0.064], [-0.025, 0.036, 0.017], [0.397, -0.090, -0.450], [-0.150, 0.046, 0.104], [0.000, -0.190, -0.046], [-0.046, -0.051, 0.034], [0.073, -0.036, -0.087], [0.049, 0.033, -0.009], [-0.026, 0.018, 0.051], [0.081, -0.031, -0.104], [-0.019, 0.091, 0.024], [0.002, 0.274, -0.158], [-0.119, -0.005, 0.058], [-0.199, -0.096, -0.161], [-0.067, -0.051, -0.023], [0.043, -0.168, 0.005], [0.151, 0.063, 0.081], [0.067, -0.029, 0.022], [-0.054, 0.021, -0.004], [0.040, 0.046, 0.036], [-0.034, 0.148, 0.004], [-0.083, -0.072, -0.059], [-0.129, 0.054, -0.356], [0.151, 0.086, 0.094], [-0.011, 0.741, -0.003], [0.249, 0.102, 0.122], [-0.055, 0.088, -0.251], [0.023, -0.017, 0.072], [0.074, 0.001, -0.051], [-0.029, -0.001, -0.070], [0.000, -0.036, 0.015], [-0.062, 0.016, -0.016], [0.006, 0.003, 0.081], [-0.172, 0.078, 0.152], [-0.032, 0.067, -0.267], [-1.077, -1.082, 0.905], [2.629, 0.707, -0.399], [-2.395, 0.774, 0.371], [-0.098, 3.853, -0.145], [-0.328, -0.702, 0.157], [0.487, -1.661, -0.198], [-0.599, 0.022, 0.119], [-0.265, -0.292, 0.083], [0.309, -0.290, -0.001], [0.089, -0.286, -0.006], [0.722, -1.319, 0.036], [-0.066, -0.484, 0.022], [-0.021, -0.062, -0.013], [0.114, -0.018, -0.006], [0.002, -0.165, 0.010], [-0.036, 0.070, -0.002], [-0.129, 0.251, -0.212], [-0.096, -0.974, -0.490], [0.704, -0.084, 2.049], [-0.521, 0.685, -0.598], [0.451, -0.083, 1.167], [0.610, -0.127, 1.635], [0.106, 0.177, -0.206], [-0.246, 0.074, -0.076], [0.147, 0.149, 0.634], [-0.061, 0.209, -0.082], [-0.009, 0.285, 0.122], [-0.165, -0.571, -0.941]],
  "homo_ev": [-1.7, -1.7],
  "total_charge": -1,
  "lumo_energy_ev": [2.176, 2.175],
  "multiplicity": 3,
  "s2": 2.01
}